The following is a quantum chemistry calculation of a single C9H11ClSi molecule at a distorted geometry, from the Open Molecules 2025 dataset.

Calculated values
Orbital gap ... 10.23 eV
Relative energy (zero: lowest compared OMol25 entry of this formula, charge and spin) ... 12.51 kJ/mol
HOMO ... -9.4 eV
Energy ... -29912.687 eV
LUMO level ... 0.83 eV
Structure (SMILES) ... C=C[Si@@](C)(Cl)c1ccccc1

Each line ends with the natural charge from an NBO analysis.
CARTESIAN COORDINATES (ANGSTROEM)
C  -0.8088  -1.2208  0.7712  -0.202
C  0.5462  -3.2010  0.8290  -0.205
H  -1.8126  2.3078  -1.9388  0.245
C  -1.3808  1.2976  -1.9430  -1.123
C  1.4855  -2.5769  0.0223  -0.205
C  0.5034  3.2352  1.0520  -0.321
H  2.3907  -3.0846  -0.2812  0.213
C  -0.6279  -2.5391  1.1269  -0.210
H  0.6869  -4.2447  1.1250  0.215
C  0.1401  -0.5806  0.0394  -0.484
Cl  1.7798  1.6463  -1.4108  -0.407
H  2.0237  -0.6784  -0.8711  0.224
C  1.2962  -1.2363  -0.3092  -0.194
C  -0.3805  2.2835  0.8661  -0.688
H  -2.1916  0.5751  -1.8564  0.248
H  -1.6935  -0.6504  1.0411  0.202
H  -1.2887  2.1621  1.4111  0.223
H  0.4274  4.0051  1.8065  0.194
H  1.2806  3.3106  0.3278  0.201
H  -1.4228  -3.0794  1.6389  0.212
Si  -0.0953  1.1719  -0.5681  1.606
H  -0.8582  1.0970  -2.8790  0.254


The following is a quantum chemistry calculation of 12 unconnected molecules or ions with the total composition C35H79BF5IN13O27S, from the Open Molecules 2025 dataset.

Calculated values
Orbital gap ... 7.72 eV
Charge ... +1
HOMO ... -10.5 eV
Energy ... -145396.428 eV
LUMO level ... -2.83 eV

Each line ends with the Mulliken charge.
CARTESIAN COORDINATES (ANGSTROEM)
O  -3.4000  -1.2733  0.0126  -0.081
H  4.4900  7.5903  3.5552  0.270
O  -3.4274  -6.8226  -1.3394  -0.548
O  -4.4517  2.3760  -1.7879  -0.536
N  10.5049  6.4153  8.4647  0.864
H  -2.0227  -12.1848  2.4065  0.311
H  -2.3846  2.1967  -6.1295  0.286
C  -10.4483  -1.2339  -6.0183  -0.793
C  0.4546  2.1417  -0.3126  -1.271
H  10.4504  8.2318  7.4214  0.238
C  -5.8019  -1.6749  -3.2801  -1.039
C  -3.3644  -0.9710  -3.0031  -1.298
H  -4.1969  1.0272  1.2545  0.318
O  10.9929  5.7881  9.3789  -0.532
C  -2.0317  0.4955  -1.1908  0.425
F  3.5781  -1.7492  1.0074  -0.275
C  6.8787  5.9942  5.4001  -0.652
H  -6.9428  -3.8013  1.4453  0.305
C  3.4772  -0.7747  0.1078  1.084
H  4.5575  6.3579  1.2950  -0.210
C  -0.1578  -2.5515  -0.0515  -0.833
O  -8.1500  -1.0095  -5.9890  -0.514
H  0.9071  -2.6003  0.1728  0.240
H  -5.1908  -3.1402  -0.8199  -0.455
H  -3.9330  -1.5070  0.7882  -0.463
H  -1.3851  -1.9084  -1.6685  0.131
H  -11.1700  -1.9293  -5.6076  0.313
F  -2.8442  4.1243  -2.2196  -0.290
C  -1.8931  -8.0041  -0.0531  -0.772
H  -3.2536  -4.4369  1.8761  0.379
H  -10.4713  -1.2182  -7.1037  0.292
H  3.2201  5.5801  -0.2286  0.335
O  6.5930  7.9889  4.2589  -0.582
N  -0.3157  2.0490  -5.8003  0.810
C  -4.8261  -0.5517  -2.8928  -0.061
C  2.7022  5.3963  1.8424  -1.018
N  -1.0095  2.5183  -0.0967  0.359
O  12.6659  3.0819  2.6472  -0.525
C  1.9152  0.2784  -1.2646  -2.011
O  0.4394  -11.2780  0.6113  -0.502
H  -1.7320  -12.6697  0.7002  0.289
H  8.7816  6.1432  -0.3184  0.306
H  3.2414  3.9150  0.3779  0.287
H  -0.5801  -0.1261  0.3427  0.980
H  -6.9699  -3.8719  -2.2719  0.146
H  -7.0591  -6.8998  -3.1099  0.266
H  -4.9796  0.3172  -3.5450  0.467
C  10.9804  7.8136  8.2690  -0.634
C  7.0505  -1.4753  0.4681  -0.795
H  1.9963  -0.2879  -2.1956  0.602
N  -0.4483  -11.1981  1.4334  0.844
C  -7.0562  -1.7206  -2.3973  -1.161
O  -0.7108  -10.2036  2.0805  -0.504
H  6.5243  -0.8139  1.1460  0.303
C  2.6927  4.8635  0.4025  -0.178
N  -9.0888  -1.6857  -5.6131  0.869
C  -1.2791  -12.4146  1.6534  -0.713
H  -3.2081  -1.8627  -2.3942  -0.027
H  4.6321  5.4694  2.8114  0.146
H  -5.0535  -0.1997  -1.8801  -0.028
O  -9.4077  -5.0656  -2.7901  -0.475
N  -3.2799  -7.6473  -0.4573  0.922
H  -2.5385  -1.8165  4.0834  0.295
C  -0.6148  -0.1034  -0.7554  -0.272
C  -1.4710  2.3405  -6.6934  -0.767
N  8.4831  -1.0732  0.4559  0.948
N  -4.1455  -0.5426  3.7112  0.917
H  0.5345  4.6930  0.6467  0.519
H  6.9275  5.4312  4.4725  0.239
H  11.9684  0.7923  2.4240  0.308
N  -8.9822  -6.1978  -2.7093  0.919
B  -3.0236  0.0157  -0.0373  1.591
H  12.0514  7.7664  8.0977  0.274
O  0.7902  2.1550  -6.2695  -0.509
H  10.4405  1.3216  1.6510  0.279
H  -4.6145  -5.2531  0.1002  -0.162
H  -4.2178  -3.0496  1.3956  -0.404
O  -0.5508  1.7134  -4.6480  -0.433
H  2.9155  7.2330  3.5315  0.252
O  11.5229  3.5308  0.8762  -0.526
H  8.2776  7.0667  -1.7564  0.288
O  -3.4314  3.7321  0.0607  -0.643
O  -4.8876  0.0027  4.4897  -0.535
H  -1.7887  -7.7715  1.0020  0.326
H  -6.2758  -2.1155  0.1060  0.063
H  2.6709  1.0693  -1.3076  0.463
H  -1.3599  3.3656  -7.0339  0.298
C  -2.7246  -0.7465  4.1080  -0.716
H  -1.3840  2.1380  0.7828  0.564
N  7.2664  7.3980  5.0821  0.918
H  0.5248  3.5472  -1.8728  0.326
C  -7.9354  -6.6127  -3.6844  -0.655
O  9.6617  5.9995  7.6969  -0.500
H  10.7712  8.3541  9.1870  0.281
H  0.3145  -1.7100  -1.9390  0.523
C  0.5169  0.8675  -1.1765  1.597
H  0.3157  1.1847  -2.2107  -0.629
O  8.2254  7.8490  5.6623  -0.491
H  -7.1511  -4.9506  0.1185  0.428
O  6.2025  6.2356  -0.4621  -0.518
H  -7.9697  -1.5542  -2.9691  0.402
H  -3.1844  -1.2798  -4.0403  0.702
C  8.3459  7.0729  -0.6730  -0.762
N  11.9449  2.7682  1.7236  0.864
H  -1.4165  -0.0692  -3.1609  0.239
O  -3.2783  0.9489  0.9671  -0.699
H  1.0365  5.4468  -0.8412  0.471
H  2.5472  4.5648  2.5386  0.048
C  -5.1834  -4.9419  0.9839  -0.167
C  -6.2183  -3.0697  -0.4337  1.024
N  6.9561  7.1410  -0.1463  0.842
C  -7.1920  -3.0294  -1.6091  -1.083
H  -1.7751  -9.0709  -0.2093  0.278
H  5.8589  6.0200  5.7737  0.257
F  4.0531  0.3307  0.6132  -0.207
C  3.9991  6.1332  2.2052  0.581
O  -9.3270  -7.0249  -1.8913  -0.565
O  8.8095  -0.1355  1.1575  -0.568
H  -7.0069  -0.9123  -1.6567  0.538
C  -0.4721  -1.5758  -1.1890  -0.716
H  7.0067  -2.5078  0.8021  0.298
C  11.5218  1.3463  1.6067  -0.645
S  -3.3621  3.0478  -1.1865  1.395
I  1.1972  1.8324  1.6972  0.166
H  -1.3724  2.2824  -2.1524  1.061
H  -8.3236  -7.4679  -4.2291  0.304
H  2.1077  3.0183  -1.3509  0.471
C  -6.4611  -4.2226  0.5567  -1.071
C  1.1309  3.3314  -0.9788  -0.587
H  -5.4301  -5.8510  1.5389  0.514
H  1.8541  6.0772  1.9855  0.446
O  6.6554  8.0754  0.5583  -0.502
H  8.8866  7.9368  -0.3063  0.303
H  -2.5875  -0.3337  5.1000  0.324
N  3.7187  7.3843  2.9278  -0.751
H  -4.6674  -3.9310  2.8451  0.348
H  -1.0770  3.5370  -0.0005  0.770
H  -6.0685  -1.5985  -4.3359  0.576
O  -4.1815  -8.2052  0.1284  -0.514
C  -2.3733  0.1500  -2.6754  -1.010
H  -1.2038  -7.4345  -0.6642  0.300
H  -5.2692  -2.6277  -3.1602  0.430
O  2.1794  -0.5890  -0.1655  -0.232
H  -1.4031  1.6573  -7.5346  0.306
H  -7.7349  -5.7721  -4.3386  0.217
C  1.2764  4.6247  -0.1610  -1.225
C  -1.8631  2.0288  -1.2107  -1.978
O  9.2279  -1.7024  -0.2613  -0.545
F  4.1962  -1.1189  -0.9888  -0.325
H  -8.2164  -3.1274  -1.2408  0.618
H  -0.4943  -3.5518  -0.3329  0.401
F  -0.8173  -2.1856  1.1185  -0.241
H  11.8622  0.9827  0.6423  0.277
H  7.5735  5.6163  6.1416  0.285
C  -4.2747  -4.0473  1.8322  -0.239
O  -4.4676  -0.9630  2.6115  -0.593
H  -2.1095  -0.2416  3.3681  0.171
H  -0.6086  -13.2066  1.9727  0.290
H  -10.5832  -0.2307  -5.6257  0.308
H  6.6818  -1.3893  -0.5483  0.307
O  -9.0016  -2.6850  -4.9336  -0.466
H  -2.7379  1.0489  -3.1807  1.087


The following is a quantum chemistry calculation of a molecular structure, C37H49N6O2SZn, from the Open Molecules 2025 dataset.

Calculated values
Orbital gap ... 8.82 eV
Charge ... +1
HOMO ... -10.7 eV
Energy ... -111453.174 eV
LUMO level ... -1.86 eV

Each line ends with the Mulliken charge.
CARTESIAN COORDINATES (ANGSTROEM)
H  -1.0399  -4.3096  -2.6485  0.166
H  -1.7640  -2.0006  -2.0619  0.384
H  0.2547  -4.1085  3.1502  0.244
H  -2.8641  -6.2650  -1.1521  0.369
H  -2.8476  -2.3534  0.5746  -0.082
C  -0.1076  0.1850  -4.4992  -0.152
H  -0.9101  -2.7530  1.1806  0.430
H  2.6875  4.5271  -2.3886  0.309
C  -0.1245  1.4715  -6.5018  -0.346
C  0.5711  0.4096  4.6703  -0.990
C  -1.2749  -5.2610  -2.1734  -0.865
H  -1.7463  -4.6373  0.4429  0.015
H  2.1905  2.0818  2.5059  0.189
H  3.0091  -2.8831  1.8048  0.497
H  1.9146  -4.3137  3.6979  0.320
H  2.5039  -5.2604  1.4007  0.478
C  0.0241  2.6007  -5.7151  -1.147
C  5.1463  2.0846  -0.3648  -0.530
H  -4.6096  3.0527  -0.0952  0.502
C  -0.3403  1.0164  1.0349  0.745
H  -3.7031  5.2359  0.7233  0.454
H  1.4494  -1.1190  1.0142  -1.575
H  0.0926  3.5860  -6.1581  0.469
H  2.8161  0.8519  3.6201  0.461
H  0.6212  4.5135  -4.0011  0.418
S  0.7582  -1.2950  -1.6449  -0.548
C  4.6239  0.8252  -0.1258  -1.051
H  -3.4111  -4.9083  -2.1006  0.277
H  2.9087  -0.4405  -0.4444  0.491
C  -1.7513  4.8572  -0.0819  -1.177
N  -1.6291  -2.2723  -1.1058  0.215
C  0.7013  0.7577  3.3292  0.746
C  -0.9760  3.9435  -0.7823  0.899
C  -0.7727  -0.2557  6.6944  -1.508
C  0.0864  2.4629  -4.3363  0.776
C  -2.7323  2.4752  -0.9463  -0.519
N  2.6373  1.3888  -1.3271  0.442
H  -0.4553  -5.4938  -1.4886  0.153
H  -0.1766  1.5543  -7.5794  0.442
H  2.3515  0.4338  1.9666  -0.014
C  4.3948  2.9862  -1.1005  -1.019
C  -1.7889  0.2324  4.4484  -0.834
H  6.1212  2.3617  0.0142  0.440
C  -0.1968  0.2369  -5.8790  -1.056
C  -2.6103  -5.2405  -1.4314  -0.647
C  -2.6289  -4.3909  -0.1572  -0.339
H  -1.3214  5.7953  0.2453  0.520
H  -3.6351  -2.6672  -0.9536  0.663
H  -3.4938  -4.6688  0.4504  0.518
C  -3.0076  0.6681  2.3400  -1.128
O  -1.1331  0.4318  0.2563  -0.676
C  3.1517  2.5939  -1.5723  0.356
H  -1.5157  0.3580  7.2055  0.377
Zn  0.3282  1.2554  -1.4576  1.861
C  -0.4523  0.8020  2.5219  0.059
C  1.1712  -4.6818  2.9868  -1.265
C  -2.7334  -2.8800  -0.3784  -0.852
C  -1.7118  0.5557  3.0999  1.103
N  0.0303  1.2708  -3.7331  0.373
N  -0.1486  -2.3853  0.6311  0.974
H  1.4642  0.3601  5.2840  0.296
H  -0.3069  -0.6773  -6.4450  0.464
H  -2.9929  1.4882  1.6289  -0.026
H  -1.2791  -6.0247  -2.9519  0.411
H  2.4942  -3.1475  0.1444  0.280
H  0.1788  -0.1404  7.2115  0.367
C  1.6775  -4.5633  1.5532  -0.131
C  0.4657  4.2353  -1.1192  -1.476
C  2.3422  3.4892  -2.4693  -1.130
H  0.8116  -1.9672  2.4070  0.599
H  -1.0863  -1.2968  6.7940  0.309
N  -1.4590  2.7741  -1.2020  0.750
H  -3.8305  0.8205  3.0390  0.574
H  1.0856  4.0126  -0.2474  0.443
H  -3.2109  -0.2389  1.7687  -0.090
C  0.1694  3.6781  -3.4537  -1.451
C  2.0921  1.0475  2.8286  -1.142
C  -0.6586  0.1315  5.2473  0.496
H  -0.8473  3.9758  -3.2026  0.484
C  2.1523  -3.1596  1.1811  -0.741
C  3.3639  0.5266  -0.6154  -0.129
H  -0.1248  -0.7577  -3.9699  0.441
H  0.8930  -4.8747  0.8561  -0.203
C  -3.5808  3.3334  -0.2718  -0.737
H  5.1717  0.0840  0.4393  0.478
H  0.9520  -5.7187  3.2422  0.412
N  0.9047  3.3867  -2.2247  0.579
H  -2.7660  0.0633  4.8897  0.439
H  2.5287  3.1712  -3.4990  0.461
C  1.0846  -2.0844  1.3585  0.386
H  4.7640  3.9812  -1.3130  0.455
H  -3.0688  1.5033  -1.2841  0.239
C  -0.4187  -2.0179  -0.6167  -0.526
O  0.5953  1.7433  0.5681  -0.487
H  0.5807  5.3011  -1.3609  0.624
C  -3.0732  4.5434  0.1804  -0.532